Version one
{
  "formula": "C9H14S",
  "method": "ωB97M-V/def2-TZVPD",
  "elements": ["C", "C", "C", "C", "C", "C", "C", "H", "H", "H", "H", "H", "H", "H", "H", "C", "C", "S", "H", "H", "H", "H", "H", "H"],
  "coordinates": [[0.72, -0.87, -1.66], [1.98, 2.21, 0.17], [1.77, 0.90, -0.22], [1.47, 3.24, -0.63], [0.97, 0.58, -1.31], [0.65, 2.94, -1.69], [0.45, 1.60, -2.07], [2.47, 2.35, 1.13], [2.13, 0.07, 0.38], [1.76, 4.25, -0.37], [0.08, 3.70, -2.21], [1.61, -1.22, -2.19], [-0.16, -0.98, -2.29], [-0.05, 1.42, -3.02], [0.57, -1.55, -0.82], [-1.95, -1.44, 2.05], [-2.37, -0.84, 0.70], [-1.08, -3.05, 1.86], [-1.21, -0.79, 2.49], [-2.84, -1.68, 2.63], [-3.35, -0.36, 0.81], [-2.14, -3.66, 1.30], [-2.52, -1.56, -0.11], [-1.73, -0.02, 0.37]],
  "lowdin_charge": [-0.056, -0.082, -0.064, -0.104, -0.298, -0.091, -0.054, 0.099, 0.112, 0.097, 0.099, 0.086, 0.072, 0.108, 0.063, -0.589, -0.182, 0.645, 0.055, 0.055, 0.066, -0.153, 0.061, 0.056],
  "charge": 0,
  "smiles": "Cc1ccccc1.CCS",
  "lumo_ev": 0.87,
  "spin_multiplicity": 1,
  "orbital_gap_ev": 9.88
}

---

Version two
{
  "formula": "C9H14S",
  "method": "ωB97M-V/def2-TZVPD",
  "elements": ["C", "C", "S", "H", "H", "H", "H", "H", "H", "C", "C", "C", "C", "C", "C", "C", "H", "H", "H", "H", "H", "H", "H", "H"],
  "coordinates": [[-1.61, -2.27, -1.05], [-1.97, -1.55, -2.32], [-1.51, -4.10, -1.31], [-0.65, -1.98, -0.63], [-2.25, -2.07, -0.19], [-3.04, -1.47, -2.52], [-0.18, -4.07, -1.55], [-1.40, -1.90, -3.17], [-1.75, -0.49, -2.08], [-0.97, 1.82, 0.15], [0.42, 0.98, 2.04], [0.33, 1.28, 0.65], [1.66, 0.94, 2.64], [1.47, 1.36, -0.12], [2.81, 0.87, 1.82], [2.73, 1.11, 0.49], [-0.52, 1.04, 2.57], [1.82, 0.88, 3.71], [-1.03, 1.83, -0.94], [-1.10, 2.87, 0.42], [1.38, 1.53, -1.18], [3.74, 0.85, 2.37], [3.53, 1.23, -0.23], [-1.88, 1.30, 0.43]],
  "lowdin_charge": [-0.622, -0.185, 0.649, 0.055, 0.061, 0.069, -0.149, 0.064, 0.060, -0.073, -0.049, -0.287, -0.080, -0.051, -0.105, -0.092, 0.106, 0.099, 0.065, 0.086, 0.106, 0.099, 0.101, 0.075],
  "charge": 0,
  "smiles": "Cc1ccccc1.CCS",
  "lumo_ev": 0.80,
  "spin_multiplicity": 1,
  "orbital_gap_ev": 9.77
}

---

Version three
{
  "formula": "C9H14S",
  "method": "ωB97M-V/def2-TZVPD",
  "elements": ["C", "C", "C", "C", "C", "C", "C", "H", "H", "H", "H", "H", "H", "H", "H", "C", "C", "S", "H", "H", "H", "H", "H", "H"],
  "coordinates": [[1.63, 2.03, -0.97], [-1.96, 1.96, 0.22], [-0.58, 2.11, 0.17], [-2.57, 1.20, -0.78], [0.22, 1.54, -0.81], [-1.77, 0.65, -1.79], [-0.41, 0.91, -1.89], [-2.61, 2.49, 0.90], [-0.10, 2.70, 0.93], [-3.63, 1.04, -0.66], [-2.25, 0.31, -2.68], [2.32, 1.27, -1.29], [2.01, 2.54, -0.03], [0.21, 0.62, -2.74], [1.53, 2.80, -1.79], [0.40, -1.67, 1.24], [0.19, -2.16, -0.21], [1.80, -2.52, 2.11], [0.60, -0.61, 1.26], [-0.37, -1.76, 2.05], [1.12, -2.67, -0.48], [2.05, -3.50, 1.22], [0.20, -1.25, -0.78], [-0.81, -2.60, -0.24]],
  "lowdin_charge": [-0.058, -0.081, -0.070, -0.080, -0.317, -0.086, -0.078, 0.101, 0.103, 0.095, 0.092, 0.067, 0.100, 0.119, 0.101, -0.590, -0.133, 0.638, 0.027, 0.056, 0.054, -0.161, 0.022, 0.078],
  "charge": 0,
  "smiles": "Cc1ccccc1.CCS",
  "lumo_ev": 0.86,
  "spin_multiplicity": 1,
  "orbital_gap_ev": 9.53
}

---

Version four
{
  "formula": "C9H14S",
  "method": "ωB97M-V/def2-TZVPD",
  "elements": ["C", "C", "C", "C", "C", "C", "C", "H", "H", "H", "H", "H", "H", "H", "H", "C", "C", "S", "H", "H", "H", "H", "H", "H"],
  "coordinates": [[0.97, 0.04, 3.20], [-0.42, 1.59, 1.78], [0.65, 0.73, 1.90], [-0.82, 2.08, 0.54], [0.06, 1.98, -0.51], [1.60, 0.74, 0.86], [1.31, 1.38, -0.33], [-1.09, 1.71, 2.64], [-1.75, 2.64, 0.45], [1.28, -1.00, 2.99], [0.10, -0.05, 3.84], [-0.12, 2.24, -1.54], [2.53, 0.21, 1.00], [2.04, 1.25, -1.12], [1.82, 0.49, 3.70], [-0.63, -1.20, -2.32], [-1.41, -2.14, -1.37], [-0.70, -1.74, -4.06], [-1.10, -0.21, -2.38], [0.38, -1.07, -1.98], [-0.87, -2.17, -0.43], [0.13, -2.79, -3.95], [-1.64, -3.07, -1.88], [-2.33, -1.64, -1.05]],
  "lowdin_charge": [-0.058, -0.056, -0.288, -0.085, -0.114, -0.058, -0.098, 0.111, 0.102, 0.081, 0.072, 0.101, 0.112, 0.102, 0.082, -0.625, -0.158, 0.670, 0.042, 0.048, 0.062, -0.154, 0.048, 0.062],
  "charge": 0,
  "smiles": "Cc1ccccc1.CCS",
  "lumo_ev": 0.85,
  "spin_multiplicity": 1,
  "orbital_gap_ev": 9.78
}

---

Relative stability in kJ/mol, measured from the most stable structure: version one 0.0; version two 25.1; version three 62.1; version four 7.2

---

Version one
{
  "formula": "C3H13N4",
  "method": "ωB97M-V/def2-TZVPD",
  "elements": ["C", "C", "N", "N", "H", "H", "H", "H", "H", "H", "H", "N", "C", "N", "H", "H", "H", "H", "H", "H"],
  "coordinates": [[-1.10, 0.42, 1.58], [-0.59, 1.63, 1.16], [0.15, 2.47, 2.02], [-1.75, -0.46, 0.66], [-0.97, 0.04, 2.64], [-0.62, 2.03, 0.12], [1.06, 2.72, 1.62], [0.33, 1.92, 2.86], [-2.28, 0.07, -0.01], [-2.35, -1.12, 1.12], [-0.82, -0.98, 0.05], [1.83, -0.69, -2.41], [0.51, -0.73, -1.85], [0.33, -1.37, -0.51], [2.37, -0.01, -1.87], [2.32, -1.55, -2.34], [0.08, 0.29, -1.78], [-0.13, -1.28, -2.53], [0.51, -2.36, -0.65], [1.11, -1.04, 0.08]],
  "lowdin_charge": [-0.155, -0.172, 0.040, 0.071, 0.145, 0.126, 0.096, 0.086, 0.142, 0.141, 0.066, 0.041, -0.302, 0.043, 0.082, 0.064, 0.120, 0.119, 0.124, 0.124],
  "charge": 1,
  "lumo_ev": -2.87,
  "spin_multiplicity": 1,
  "orbital_gap_ev": 9.65
}

---

Version two
{
  "formula": "C3H13N4",
  "method": "ωB97M-V/def2-TZVPD",
  "elements": ["C", "N", "C", "N", "H", "H", "H", "H", "H", "H", "H", "N", "C", "N", "H", "H", "H", "H", "H", "H"],
  "coordinates": [[0.30, 1.67, 0.49], [-0.91, 0.95, 0.54], [-2.03, 1.35, 1.10], [-3.21, 0.67, 1.19], [0.56, 1.97, -0.54], [1.07, 0.99, 0.85], [0.21, 2.53, 1.17], [-0.91, 0.09, 0.08], [-1.96, 2.39, 1.50], [-3.17, -0.33, 0.93], [-4.04, 1.03, 1.62], [1.13, -2.69, -1.08], [1.01, -1.29, -0.77], [2.16, -0.39, -0.96], [1.49, -2.70, -2.03], [2.08, -2.90, -0.61], [0.21, -0.90, -1.43], [0.66, -1.21, 0.27], [2.96, -0.81, -0.39], [2.40, -0.43, -1.95]],
  "lowdin_charge": [-0.048, 0.008, -0.093, 0.173, 0.115, 0.085, 0.104, 0.098, 0.176, 0.148, 0.129, 0.000, -0.445, -0.009, 0.067, 0.105, 0.112, 0.094, 0.109, 0.072],
  "charge": 1,
  "lumo_ev": -3.51,
  "spin_multiplicity": 1,
  "orbital_gap_ev": 9.27
}

---

Version three
{
  "formula": "C3H13N4",
  "method": "ωB97M-V/def2-TZVPD",
  "elements": ["C", "C", "C", "N", "N", "N", "N", "H", "H", "H", "H", "H", "H", "H", "H", "H", "H", "H", "H", "H"],
  "coordinates": [[-0.38, -1.71, -1.30], [-1.95, 1.05, 0.67], [1.71, 0.78, 0.75], [1.85, -0.65, 0.65], [-1.14, -0.54, -1.01], [0.61, 1.19, -0.23], [-0.74, 0.24, 0.03], [0.34, -2.10, -0.53], [-1.03, -2.66, -1.46], [0.11, -1.83, -2.28], [-2.88, 0.49, 1.08], [-1.61, 1.77, 1.55], [-2.35, 1.79, -0.12], [1.54, 1.08, 1.79], [2.63, 1.35, 0.37], [2.42, -1.06, 1.37], [2.26, -1.03, -0.27], [-1.31, 0.05, -1.78], [0.33, 2.17, -0.07], [-0.41, -0.38, 0.80]],
  "lowdin_charge": [-0.114, 0.010, -0.270, -0.022, -0.051, 0.083, -0.141, 0.081, 0.117, 0.093, 0.120, 0.125, 0.110, 0.116, 0.143, 0.083, 0.129, 0.128, 0.101, 0.158],
  "charge": 1,
  "smiles": "CN[N@H+](C)NCN",
  "lumo_ev": -2.78,
  "spin_multiplicity": 1,
  "orbital_gap_ev": 11.01
}

---

Relative stability in kJ/mol, measured from the most stable structure: version one 28.5; version two 0.0; version three 335.8

---

Version one
{
  "formula": "C11H14N2",
  "method": "ωB97M-V/def2-TZVPD",
  "elements": ["C", "C", "C", "C", "C", "C", "C", "C", "C", "C", "C", "N", "N", "H", "H", "H", "H", "H", "H", "H", "H", "H", "H", "H", "H", "H", "H"],
  "coordinates": [[-0.75, 0.79, -3.91], [-0.28, -0.47, -3.51], [-0.92, 1.75, -2.98], [-0.06, -0.69, -2.14], [-0.60, 1.59, -1.64], [-0.27, 0.36, -1.20], [1.20, -1.11, 2.12], [-0.03, -1.09, 2.89], [0.95, -1.10, 0.61], [-0.64, 0.31, 2.87], [0.25, 0.15, 0.20], [0.20, 1.42, 0.85], [-0.89, 0.77, 1.55], [-1.12, 0.99, -4.89], [0.03, -1.27, -4.33], [-1.28, 2.62, -3.27], [0.15, -1.69, -1.87], [-0.47, 2.40, -0.97], [1.76, -0.24, 2.40], [1.78, -2.06, 2.19], [-0.68, -1.93, 2.48], [-0.03, -1.51, 3.95], [1.96, -1.01, 0.17], [0.27, -1.90, 0.26], [-1.58, 0.14, 3.34], [-0.06, 1.12, 3.45], [1.11, 1.68, 1.39]],
  "lowdin_charge": [-0.100, -0.077, -0.084, -0.036, -0.022, -0.160, -0.237, -0.238, -0.143, -0.255, -0.227, -0.062, 0.014, 0.097, 0.143, 0.062, 0.087, 0.101, 0.100, 0.130, 0.132, 0.129, 0.136, 0.127, 0.088, 0.142, 0.155],
  "charge": 0,
  "lumo_ev": [0.68, 0.68],
  "spin_multiplicity": 1,
  "orbital_gap_ev": [8.39, 8.39]
}

---

Version two
{
  "formula": "C11H14N2",
  "method": "ωB97M-V/def2-TZVPD",
  "elements": ["C", "C", "C", "C", "C", "C", "C", "C", "C", "C", "C", "H", "H", "H", "H", "H", "H", "H", "H", "H", "H", "H", "H", "H", "H", "N", "N"],
  "coordinates": [[2.82, 0.99, -0.53], [3.00, -0.42, -0.82], [1.48, -1.07, -0.44], [1.27, -1.25, 1.14], [1.71, 0.24, 1.53], [1.50, 1.04, 0.23], [-0.89, 0.01, -0.37], [-1.67, -1.07, -0.39], [-3.03, -0.95, -0.30], [-2.93, 1.14, 0.29], [-1.70, 1.27, -0.21], [2.33, 1.52, -1.44], [3.68, 1.43, 0.05], [3.67, -0.81, 0.16], [3.79, -0.49, -1.79], [1.15, -2.07, -0.86], [0.26, -1.69, 1.48], [2.06, -1.97, 1.53], [1.17, 0.76, 2.74], [3.02, 0.56, 1.39], [0.99, 2.03, 0.32], [-1.23, -2.08, -0.72], [-3.30, -2.02, -0.22], [-3.50, 2.15, 0.43], [-1.54, 2.32, -0.69], [0.61, 0.21, -0.70], [-3.74, -0.09, 0.25]],
  "lowdin_charge": [-0.292, -0.153, -0.199, -0.159, -0.142, -0.383, -0.153, -0.097, -0.280, -0.133, -0.055, 0.152, 0.127, 0.138, 0.167, 0.129, 0.123, 0.106, 0.191, 0.155, 0.139, 0.142, 0.120, 0.128, 0.145, -0.007, 0.093],
  "charge": 0,
  "lumo_ev": 0.77,
  "spin_multiplicity": 1,
  "orbital_gap_ev": 9.68
}

---

Relative stability in kJ/mol, measured from the most stable structure: version one 0.0; version two 341.8

---

Version one
{
  "formula": "C2HNO",
  "method": "ωB97M-V/def2-TZVPD",
  "elements": ["C", "C", "N", "O", "H"],
  "coordinates": [[-0.37, -0.19, -0.47], [-0.96, -1.21, -1.32], [-1.35, 0.11, -1.23], [-0.82, -2.57, -1.96], [0.24, 0.24, 0.41]],
  "lowdin_charge": [0.018, -0.181, 0.178, -0.166, 0.152],
  "charge": 0,
  "smiles": "O=c1cn1",
  "lumo_ev": -0.32,
  "spin_multiplicity": 1,
  "orbital_gap_ev": 9.67
}

---

Version two
{
  "formula": "C2HNO",
  "method": "ωB97M-V/def2-TZVPD",
  "elements": ["C", "C", "H", "N", "O"],
  "coordinates": [[0.59, 0.13, 0.00], [-0.84, -0.24, 0.01], [0.74, 1.23, 0.00], [-1.99, -0.44, -0.01], [1.50, -0.67, 0.00]],
  "lowdin_charge": [-0.247, -0.138, 0.127, 0.170, 0.088],
  "charge": 0,
  "smiles": "N#CC=O",
  "lumo_ev": -0.91,
  "spin_multiplicity": 1,
  "orbital_gap_ev": 10.83
}

---

Relative stability in kJ/mol, measured from the most stable structure: version one 368.1; version two 0.0